{
  "formula": "C12H14BCl3N6O2Zn",
  "method": "ωB97M-V/def2-TZVPD",
  "species": ["C", "N", "N", "C", "C", "B", "N", "N", "C", "C", "C", "Zn", "N", "N", "C", "C", "C", "H", "H", "H", "H", "H", "H", "H", "H", "H", "H", "H", "C", "H", "H", "H", "Cl", "C", "Cl", "Cl", "C", "O", "O"],
  "coordinates": [[1.26887, -0.23727, 2.58894], [0.42661, -0.10173, 1.55700], [-0.35183, -1.21945, 1.47299], [-0.02418, -2.03851, 2.48032], [1.00361, -1.45813, 3.21577], [-1.40477, -1.46884, 0.34190], [-2.36622, -0.25658, 0.20693], [-1.87085, 1.03159, 0.17115], [-2.93229, 1.85093, 0.05065], [-4.11327, 1.09456, 0.02624], [-3.70645, -0.22912, 0.13350], [0.23835, 1.24473, 0.34357], [-0.70790, -1.77322, -1.02419], [0.11503, -0.87667, -1.61519], [0.61192, -1.48835, -2.70957], [0.05810, -2.77388, -2.84016], [-0.78154, -2.91072, -1.74398], [1.32174, -0.98142, -3.36426], [-1.42598, -3.71870, -1.41457], [0.22845, -3.50785, -3.61946], [-2.03978, -2.43219, 0.65580], [-4.25556, -1.15935, 0.16503], [-0.55161, -2.97513, 2.58572], [-5.12665, 1.45685, -0.05182], [1.49162, -1.86951, 4.08674], [-2.79596, 2.93072, 0.00496], [1.99377, 0.53860, 2.82777], [0.17568, 1.40275, -1.56659], [0.16463, 2.48873, -1.16544], [-0.81152, 2.90410, -1.47269], [0.32364, 2.87457, -0.03121], [1.06654, 2.97206, -1.59728], [4.81681, 1.17410, 1.71017], [3.76356, 1.95549, 0.54598], [2.49388, 2.86509, 1.46041], [4.64387, 3.09274, -0.45723], [3.13272, 0.80684, -0.42379], [4.01257, 0.16333, -1.03944], [1.91437, 0.62885, -0.49466]],
  "lowdin_charge": [-0.09, -0.08, 0.00, -0.02, 0.00, -0.45, -0.02, -0.02, -0.10, -0.01, -0.03, 0.62, 0.03, 0.14, -0.03, 0.11, 0.08, 0.14, 0.17, 0.15, 0.13, 0.14, 0.14, 0.12, 0.12, 0.13, 0.08, 0.07, -0.07, 0.08, 0.07, 0.09, 0.72, -1.46, 0.70, 0.72, -0.59, 0.32, -0.06],
  "e_lumo_ev": [-10.899, -10.733],
  "gap_ev": [4.321, 4.471],
  "total_charge": 2
}

---

{
  "formula": "C3H5GaO4",
  "method": "ωB97M-V/def2-TZVPD",
  "species": ["O", "C", "O", "O", "H", "C", "O", "C", "H", "H", "H", "H", "Ga"],
  "coordinates": [[-1.81418, -1.35022, -1.35194], [-1.79894, -0.43434, -0.50402], [-0.91378, -0.49010, 0.41585], [-1.60998, 0.75746, -1.17434], [-2.30633, 1.39031, -0.96200], [1.91365, 0.60497, 0.16730], [1.85526, 0.04627, -1.00305], [0.63261, 0.95123, 0.85665], [2.70416, 1.36302, 0.30741], [1.45097, -0.04875, 1.39247], [0.20260, 1.80713, 0.31364], [0.69474, 1.43413, 1.83934], [0.39641, -0.60309, -1.73596]],
  "lowdin_charge": [0.13, -0.59, 0.10, 0.07, 0.17, -0.13, -0.02, 0.10, 0.22, 0.33, 0.18, 0.16, 1.28],
  "e_lumo_ev": [-13.486, -13.141],
  "gap_ev": [6.277, 7.281],
  "total_charge": 2,
  "e_above_lowest_ev": 8.4722
}

---

{
  "formula": "C3H7NO3",
  "method": "ωB97M-V/def2-TZVPD",
  "species": ["O", "C", "N", "C", "O", "C", "H", "H", "H", "H", "H", "H", "H", "O"],
  "coordinates": [[0.39573, 1.41331, 1.90503], [0.21175, 0.29849, 1.58235], [-0.47381, -0.04835, 0.48929], [-1.33764, -1.11031, 0.26936], [-2.18840, -1.08046, -0.59303], [0.78808, -0.77320, 2.46422], [-0.73153, 0.69357, -0.24436], [-1.49597, -1.97260, 1.00210], [0.22543, -0.97593, 3.30850], [0.61274, -1.75077, 1.98976], [1.89502, -0.72892, 2.49438], [1.68410, 0.43630, -5.19673], [1.18108, 1.71874, -4.67532], [2.03925, 1.22066, -4.81188]],
  "lowdin_charge": [0.12, -0.58, 0.13, -0.31, 0.04, 0.01, 0.20, 0.16, 0.06, 0.07, 0.11, 0.01, 0.07, -0.07],
  "e_lumo_ev": 0.552,
  "gap_ev": 10.968,
  "smiles": "CC(=O)NC=O.O",
  "e_above_lowest_ev": 1.9116
}

---

{
  "formula": "C4H10S",
  "method": "ωB97M-V/def2-TZVPD",
  "species": ["C", "C", "C", "C", "H", "H", "H", "H", "H", "H", "H", "H", "H", "H", "S"],
  "coordinates": [[2.40417, 0.12663, -0.40991], [1.19199, 0.02175, 0.60051], [-1.66523, -0.79464, 0.13321], [-1.88882, 0.66115, -0.29988], [3.11539, -0.68257, -0.22141], [1.96864, 0.18492, -1.38575], [2.90221, 1.00366, -0.12062], [0.45768, 0.76552, 0.79296], [1.48192, -0.34086, 1.57872], [-1.85474, -0.85703, 1.18704], [-2.16851, -1.59857, -0.39256], [-1.48333, 1.28349, 0.44267], [-1.69452, 0.73154, -1.43727], [-2.98323, 0.75942, -0.24592], [0.21639, -1.26441, -0.22177]],
  "lowdin_charge": [-0.17, -0.53, -0.45, -0.18, 0.07, 0.04, 0.04, 0.03, 0.06, 0.05, 0.05, 0.04, 0.11, 0.07, 0.77],
  "e_lumo_ev": 1.067,
  "gap_ev": 9.304,
  "smiles": "CCSCC",
  "e_above_lowest_ev": 1.0913
}

---

{
  "formula": "C45H85BBr2N7O9S",
  "method": "ωB97M-V/def2-TZVPD",
  "species": ["C", "C", "N", "C", "C", "C", "N", "N", "C", "S", "C", "O", "C", "O", "C", "O", "C", "C", "O", "C", "C", "O", "C", "C", "C", "Br", "C", "C", "Br", "B", "N", "O", "H", "H", "H", "H", "H", "H", "H", "H", "H", "H", "H", "H", "H", "H", "H", "H", "H", "H", "H", "H", "H", "H", "H", "H", "H", "H", "H", "H", "H", "H", "H", "C", "C", "C", "C", "C", "C", "N", "O", "C", "C", "C", "H", "H", "H", "H", "H", "H", "H", "H", "H", "H", "H", "H", "H", "H", "H", "H", "H", "H", "C", "C", "C", "C", "C", "C", "N", "O", "C", "C", "C", "H", "H", "H", "H", "H", "H", "H", "H", "H", "H", "H", "H", "H", "H", "H", "H", "H", "H", "C", "C", "C", "C", "C", "C", "N", "O", "C", "C", "C", "H", "H", "H", "H", "H", "H", "H", "H", "H", "H", "H", "H", "H", "H", "H", "H", "H", "H"],
  "coordinates": [[-5.12279, -5.60071, 3.78292], [-5.19354, -5.12566, 2.43776], [-5.63397, -4.62000, 1.10987], [-5.75373, -3.14108, 0.93348], [-7.15409, -2.45574, 1.46122], [-7.52470, -2.81986, 3.05222], [-8.49610, -3.71416, 3.43192], [-5.59708, -2.98537, -0.60023], [-6.34517, -1.95939, -1.08625], [-7.19945, -0.50118, -1.45755], [-4.45242, -2.24521, 1.49444], [-4.39633, -2.09252, 2.92702], [-3.47104, -1.12823, 3.46921], [-3.12100, 0.03808, 2.65929], [-4.23641, -0.48890, 4.81784], [-5.57656, -0.05000, 4.30595], [-6.03748, 1.14591, 5.06843], [-7.69399, 1.28839, 4.88856], [-8.21857, -0.09554, 5.08655], [-8.45661, -0.36910, 6.51734], [-7.50050, -1.59900, 7.09615], [-8.33422, -2.51421, 7.89192], [-8.24600, -3.90451, 7.41401], [-7.08215, -4.71425, 8.27804], [-2.08884, -1.82755, 4.10293], [-2.39928, -3.62886, 4.91177], [-1.28171, -0.86284, 5.14732], [-1.54691, -1.21140, 6.74754], [0.69653, -1.26759, 4.85396], [-3.04565, -2.79810, 0.76916], [-2.29206, -1.85701, -0.19349], [-2.48824, -4.15262, 0.94940], [-4.85938, -6.00195, 4.87556], [-6.44838, -5.11966, 0.69201], [-8.11948, -2.82922, 0.86365], [-7.12642, -1.26234, 1.46829], [-6.85239, -2.28468, 3.88016], [-8.90580, -4.07425, 2.52415], [-4.63855, -1.18683, 0.97212], [-2.45794, 0.64457, 3.09982], [-3.71926, 0.48832, 5.20762], [-4.45264, -1.29466, 5.63848], [-5.76652, 1.06244, 6.20690], [-5.57811, 2.14620, 4.65950], [-8.16771, 2.06080, 5.62908], [-7.85214, 1.65370, 3.77038], [-8.27420, 0.55176, 7.22096], [-9.57162, -0.78611, 6.58666], [-6.71887, -1.09397, 7.83789], [-6.86281, -2.11036, 6.25728], [-8.07936, -4.01031, 6.24968], [-9.26438, -4.43216, 7.65552], [-6.79510, -5.71325, 7.70655], [-7.57406, -5.03539, 9.29194], [-6.15083, -4.02421, 8.46605], [-1.37801, -1.97961, 3.15640], [-1.38867, 0.28688, 4.96239], [-2.67231, -1.54133, 6.96198], [-1.43644, -0.16508, 7.31295], [-0.76001, -1.94379, 7.21021], [-1.27272, -1.82194, 0.03176], [-2.46112, -2.23066, -1.16963], [-2.17412, -4.30114, 1.88904], [1.76534, -0.20290, 0.61799], [1.63214, 1.23384, 1.19916], [1.30606, 2.24502, 0.06319], [2.49966, 2.59472, -0.82026], [3.69988, 3.02157, 0.01910], [4.07041, 1.98497, 1.11211], [2.88831, 1.57975, 1.94545], [2.59187, 2.64574, 2.81408], [4.70887, 0.74133, 0.43935], [5.23622, 2.56474, 1.97833], [0.37329, 1.14901, 2.12365], [2.46806, -0.80967, 1.20017], [0.81349, -0.74775, 0.64070], [2.08474, -0.20867, -0.42765], [0.92464, 3.17890, 0.49869], [0.49999, 1.85645, -0.56727], [2.76334, 1.74569, -1.45870], [2.22358, 3.41012, -1.49889], [4.55714, 3.19573, -0.64378], [3.47407, 3.99214, 0.48185], [4.92002, -0.04394, 1.17635], [5.66217, 1.00026, -0.03817], [4.10058, 0.30765, -0.35200], [4.98451, 3.52586, 2.44110], [6.12742, 2.74684, 1.36426], [5.52301, 1.86676, 2.77255], [0.53772, 0.45366, 2.95601], [-0.50037, 0.79369, 1.56251], [0.08702, 2.12109, 2.53995], [5.96534, -4.02138, -3.87549], [5.83214, -2.58464, -3.29432], [5.50606, -1.57345, -4.43029], [6.69966, -1.22376, -5.31374], [7.89988, -0.79691, -4.47438], [8.27041, -1.83350, -3.38137], [7.08831, -2.23873, -2.54803], [6.79187, -1.17273, -1.67940], [8.90887, -3.07715, -4.05413], [9.43622, -1.25374, -2.51515], [4.57329, -2.66947, -2.36983], [6.66806, -4.62815, -3.29331], [5.01349, -4.56623, -3.85278], [6.28474, -4.02715, -4.92113], [5.12464, -0.63958, -3.99479], [4.69999, -1.96203, -5.06075], [6.96334, -2.07279, -5.95218], [6.42358, -0.40836, -5.99237], [8.75714, -0.62275, -5.13726], [7.67407, 0.17366, -4.01163], [9.12002, -3.86242, -3.31713], [9.86217, -2.81822, -4.53164], [8.30058, -3.51083, -4.84548], [9.18451, -0.29261, -2.05238], [10.32742, -1.07163, -3.12921], [9.72301, -1.95172, -1.72093], [4.73772, -3.36482, -1.53747], [3.69963, -3.02479, -2.93097], [4.28702, -1.69739, -1.95353], [0.09958, 3.98904, -7.40679], [0.31513, 4.67829, -6.02904], [0.53379, 6.20625, -6.22081], [1.91779, 6.57582, -6.74561], [3.01566, 5.92602, -5.90914], [2.83844, 4.39124, -5.76936], [1.45712, 4.00996, -5.31927], [1.35245, 4.31959, -3.95110], [3.17091, 3.71438, -7.12517], [3.94682, 3.84373, -4.81159], [-1.05494, 4.49131, -5.29794], [0.45951, 2.95399, -7.40040], [-0.96159, 3.93240, -7.67901], [0.58762, 4.52159, -8.22754], [0.38833, 6.72304, -5.26215], [-0.22296, 6.61299, -6.89912], [2.01707, 6.28623, -7.79645], [2.03828, 7.66504, -6.71863], [3.99095, 6.15533, -6.35733], [3.02172, 6.39625, -4.91618], [2.98852, 2.63297, -7.08406], [4.22808, 3.85356, -7.38376], [2.61414, 4.11942, -7.96794], [3.92578, 4.31654, -3.82302], [4.94726, 4.03619, -5.21968], [3.85158, 2.76085, -4.67553], [-1.27048, 3.43000, -5.12319], [-1.87712, 4.90218, -5.89763], [-1.09628, 5.01293, -4.33544]],
  "lowdin_charge": [0.05, -0.11, 0.01, -0.38, -0.11, -0.17, 0.04, 0.07, -0.54, 0.61, -0.13, -0.10, -0.42, 0.00, -0.08, -0.21, -0.16, -0.14, -0.23, -0.15, -0.17, -0.23, -0.24, -0.10, -0.59, 0.73, -0.66, -0.21, 0.66, -0.40, 0.10, 0.04, 0.06, 0.14, 0.13, 0.12, 0.11, 0.03, 0.16, 0.11, 0.14, 0.13, 0.13, 0.13, 0.13, 0.14, 0.13, 0.15, 0.13, 0.12, 0.11, 0.12, 0.08, 0.07, 0.08, 0.10, 0.10, 0.07, 0.10, 0.07, 0.05, 0.09, 0.08, -0.03, -0.45, -0.13, -0.18, -0.14, -0.47, -0.02, -0.03, -0.05, -0.05, -0.07, 0.09, 0.06, 0.07, 0.12, 0.13, 0.10, 0.10, 0.12, 0.12, 0.10, 0.08, 0.04, 0.07, 0.08, 0.09, -0.01, 0.08, 0.08, -0.04, -0.47, -0.14, -0.19, -0.14, -0.48, -0.02, -0.03, -0.05, -0.05, -0.04, 0.09, 0.08, 0.07, 0.12, 0.12, 0.10, 0.11, 0.12, 0.12, 0.09, 0.09, 0.06, 0.08, 0.08, 0.09, 0.09, 0.09, 0.06, -0.04, -0.47, -0.14, -0.19, -0.14, -0.48, -0.02, -0.04, -0.05, -0.04, -0.05, 0.09, 0.08, 0.07, 0.12, 0.12, 0.10, 0.11, 0.12, 0.12, 0.09, 0.09, 0.06, 0.07, 0.08, 0.08, 0.09, 0.08, 0.07],
  "multiplicity": 4,
  "e_lumo_ev": -0.887,
  "gap_ev": 7.609,
  "s2": 3.7643
}

---

{
  "formula": "H2N2O3Si",
  "method": "ωB97M-V/def2-TZVPD",
  "species": ["N", "N", "O", "O", "O", "Si", "H", "H"],
  "coordinates": [[-2.10693, 0.71202, -0.18373], [-2.27901, -0.35219, 0.21616], [-2.10448, 1.87469, 0.06199], [-2.14297, -1.50303, -0.03480], [0.90759, -0.81512, 0.65553], [2.18088, -0.29564, 0.02357], [2.62625, 1.27026, 0.23934], [2.91868, -0.89099, -0.97805]],
  "lowdin_charge": [-0.06, -0.06, 0.05, 0.05, -0.46, 0.63, -0.04, -0.11],
  "e_lumo_ev": -0.733,
  "gap_ev": 8.863,
  "smiles": "O=[SiH2].O=NN=O",
  "e_above_lowest_ev": 2.5482
}